Density functional theory data (wB97M-V/def2-TZVPD) for 2 unconnected molecules or ions with the total composition C4H14N3 in a non-equilibrium geometry.

Bonds (Å) are listed after each position.
Geometry (Å):
1 N -1.092 0.203 1.034  C2 1.484, H4 1.025, H5 1.024
2 C -0.141 0.713 2.052  N1 1.484, N3 1.449, H6 1.087, H7 1.084
3 N -0.769 0.830 3.352  C2 1.449, H8 1.029, H9 1.031
4 H -1.342 -0.764 1.262  N1 1.025
5 H -1.958 0.748 1.066  N1 1.024
6 H 0.702 0.028 2.084  C2 1.087
7 H 0.227 1.677 1.720  C2 1.084
8 H -1.540 1.508 3.410  N3 1.029
9 H -1.128 -0.060 3.728  N3 1.031
10 C 0.323 -1.984 -1.755  C11 1.519, H14 1.092, H15 1.086, H16 1.088
11 C 1.209 -0.768 -1.541  C10 1.519, N13 1.487, H17 1.092, H18 1.087
12 C 0.447 1.499 -1.910  N13 1.267, H19 1.084, H20 1.084
13 N 0.383 0.430 -1.234  C11 1.487, C12 1.267, H21 1.072
14 H -0.242 -2.213 -0.849  C10 1.092
15 H -0.381 -1.834 -2.567  C10 1.086
16 H 0.957 -2.840 -1.980  C10 1.088
17 H 1.849 -0.908 -0.667  C11 1.092
18 H 1.835 -0.526 -2.396  C11 1.087
19 H -0.188 2.344 -1.666  C12 1.084
20 H 1.126 1.577 -2.751  C12 1.084
21 H -0.277 0.340 -0.394  N13 1.072

Properties
Charge: +2
Spin multiplicity: 2
Largest force on an atom, hartree/bohr: 0.054
<S²>: 0.757
Energy relative to the best compared isomer or geometry (same formula, charge and spin), kJ/mol: 170.5

=====

Density functional theory data (wB97M-V/def2-TZVPD) for C24H28N2O5 in the gas phase.

Bonds (Å) are listed after each position.
Geometry (Å):
1 C 1.210 -7.581 -2.881  O2 1.406, H32 1.094, H33 1.089, H34 1.094
2 O 0.800 -6.693 -1.871  C1 1.406, C3 1.376
3 C 0.243 -7.217 -0.728  O2 1.376, C4 1.383, C8 1.410
4 C 0.037 -8.565 -0.492  C3 1.383, C5 1.388, H35 1.079
5 C -0.537 -8.982 0.701  C4 1.388, C6 1.380, H36 1.079
6 C -0.907 -8.058 1.657  C5 1.380, C7 1.386, H37 1.079
7 C -0.707 -6.705 1.434  C6 1.386, C8 1.386, H38 1.077
8 C -0.133 -6.273 0.249  C3 1.410, C7 1.386, N9 1.395
9 N 0.098 -4.932 -0.059  C8 1.395, C10 1.362, H39 1.011
10 C -0.110 -3.825 0.706  N9 1.362, O11 1.215, C12 1.493
11 O -0.531 -3.843 1.846  C10 1.215
12 C 0.252 -2.550 0.020  C10 1.493, C13 1.392, C31 1.393
13 C 0.130 -2.359 -1.354  C12 1.392, C14 1.382, H40 1.081
14 C 0.461 -1.148 -1.932  C13 1.382, C15 1.392, H41 1.077
15 C 0.929 -0.104 -1.139  C14 1.392, N16 1.396, C30 1.395
16 N 1.295 1.142 -1.653  C15 1.396, C17 1.353, H42 1.019
17 C 1.234 1.581 -2.932  N16 1.353, O18 1.209, C19 1.542
18 O 0.888 0.939 -3.896  C17 1.209
19 C 1.695 3.046 -3.068  C17 1.542, O20 1.427, H43 1.096, H44 1.091
20 O 0.812 3.976 -2.442  C19 1.427, C21 1.335
21 C 0.958 4.220 -1.138  O20 1.335, O22 1.209, C23 1.504
22 O 1.745 3.632 -0.434  C21 1.209
23 C 0.025 5.308 -0.681  C21 1.504, C24 1.526, H45 1.092, H46 1.093
24 C 0.104 5.528 0.828  C23 1.526, C25 1.530, H47 1.092, H48 1.090
25 C -0.801 6.666 1.303  C24 1.530, C26 1.531, C29 1.531, H49 1.094
26 C -2.279 6.268 1.337  C25 1.531, C27 1.535, H50 1.091, H51 1.089
27 C -2.462 5.515 2.662  C26 1.535, C28 1.540, H52 1.090, H53 1.089
28 C -1.298 5.957 3.567  C27 1.540, C29 1.532, H54 1.089, H55 1.090
29 C -0.535 7.019 2.769  C25 1.531, C28 1.532, H56 1.091, H57 1.089
30 C 1.037 -0.284 0.240  C15 1.395, C31 1.378, H58 1.081
31 C 0.692 -1.490 0.810  C12 1.393, C30 1.378, H59 1.079
32 H 0.367 -8.157 -3.276  C1 1.094
33 H 1.621 -6.957 -3.673  C1 1.089
34 H 1.984 -8.266 -2.523  C1 1.094
35 H 0.319 -9.302 -1.227  C4 1.079
36 H -0.691 -10.037 0.871  C5 1.079
37 H -1.354 -8.384 2.584  C6 1.079
38 H -0.989 -5.975 2.174  C7 1.077
39 H 0.519 -4.804 -0.970  N9 1.011
40 H -0.255 -3.144 -1.988  C13 1.081
41 H 0.357 -1.005 -2.995  C14 1.077
42 H 1.630 1.807 -0.957  N16 1.019
43 H 2.701 3.152 -2.645  C19 1.096
44 H 1.696 3.310 -4.127  C19 1.091
45 H -0.984 5.035 -0.996  C23 1.092
46 H 0.290 6.223 -1.218  C23 1.093
47 H 1.140 5.756 1.086  C24 1.092
48 H -0.163 4.603 1.338  C24 1.090
49 H -0.638 7.534 0.657  C25 1.094
50 H -2.891 7.171 1.334  C26 1.091
51 H -2.575 5.664 0.481  C26 1.089
52 H -2.431 4.438 2.498  C27 1.090
53 H -3.428 5.746 3.110  C27 1.089
54 H -1.653 6.356 4.517  C28 1.089
55 H -0.645 5.113 3.789  C28 1.090
56 H -0.944 8.008 2.980  C29 1.091
57 H 0.527 7.031 3.010  C29 1.089
58 H 1.388 0.531 0.857  C30 1.081
59 H 0.760 -1.637 1.877  C31 1.079

Properties
Spin multiplicity: 1
Structure (SMILES): COc1ccccc1NC(=O)c1ccc(NC(=O)COC(=O)CCC2CCCC2)cc1
Largest force on an atom, hartree/bohr: 0.013
Energy relative to the best compared isomer or geometry (same formula, charge and spin), kJ/mol: 97.9